Entry 1:
C15H22AuN3O2S | ωB97M-V/def2-TZVPD

CARTESIAN COORDINATES (ANGSTROEM)
Au: -1.20 0.98 -2.30
S: 1.09 0.93 -2.31
O: -3.37 0.71 -2.58
O: -1.14 -0.18 -0.13
N: 2.93 0.63 -0.49
N: 0.88 0.75 0.43
N: -3.58 -1.59 -2.50
C: 0.02 0.73 3.12
C: 4.19 -0.83 -2.00
C: -0.86 0.68 2.04
C: 3.66 2.04 1.37
C: -1.84 0.76 4.64
C: 3.47 0.62 0.85
C: -0.48 0.76 4.41
C: 3.89 0.61 -1.57
C: 1.60 0.73 -0.66
C: -4.02 -0.34 -2.53
C: -2.23 0.71 2.27
C: -2.72 0.76 3.57
C: -0.38 0.42 0.65
C: -4.55 -2.66 -2.45
C: -2.17 -1.92 -2.48
H: -3.79 0.78 3.75
H: 0.20 0.77 5.25
H: 2.69 2.53 1.46
H: 4.43 0.09 0.84
H: -4.04 -3.62 -2.49
H: 3.48 1.16 -2.42
H: 4.91 -0.82 -2.82
H: 4.61 -1.40 -1.17
H: 1.08 0.73 2.94
H: 3.27 -1.31 -2.34
H: 4.80 1.10 -1.24
H: -5.12 -2.62 -1.51
H: -5.12 -0.27 -2.52
H: -1.70 -1.53 -1.57
H: -2.04 -3.00 -2.50
H: 4.14 2.04 2.35
H: 4.27 2.63 0.69
H: -5.23 -2.59 -3.29
H: -2.91 0.70 1.43
H: 2.78 0.08 1.51
H: -1.66 -1.50 -3.34
H: -2.22 0.75 5.65

Properties
- E_LUMO: 0.022 Eh
- E: -1433.422914 Eh
- M: 505.39 Da
- HOMO: -0.28999 hartree
- Orbital gap: 8.5 eV

Entry 2:
C15H22BF4O5 | ωB97M-V/def2-TZVPD

CARTESIAN COORDINATES (ANGSTROEM)
F: 6.73 3.17 -0.32
F: 5.13 3.02 -1.98
F: 5.58 5.06 -0.99
F: 7.13 4.09 -2.40
O: -1.05 -0.47 3.19
O: -0.55 -0.45 1.02
O: -2.64 2.22 2.73
O: -3.54 0.85 1.28
O: 3.39 -0.26 -0.16
C: -1.19 -0.98 2.12
C: -2.06 2.82 0.53
C: -0.55 -2.52 -0.42
C: 3.17 0.91 -1.22
C: -2.76 1.94 1.58
C: 0.26 -1.40 0.32
C: -3.96 0.76 -0.10
C: 0.97 -0.58 -0.82
C: 2.10 0.30 -0.15
C: -2.91 0.12 -1.05
C: -2.91 -1.42 -0.86
C: -1.58 -2.01 -1.47
C: 1.40 -2.03 1.17
C: 0.98 -3.33 1.85
C: 0.39 -4.10 2.55
B: 6.14 3.84 -1.42
H: 0.28 0.15 -1.27
H: -1.87 -2.90 -2.07
H: -2.72 3.09 -0.32
H: -1.91 0.53 -0.88
H: -0.10 -4.69 3.31
H: -1.80 -1.90 2.07
H: 2.20 -2.32 0.47
H: -4.33 1.73 -0.46
H: -4.84 0.09 -0.10
H: 4.27 1.06 -1.13
H: 0.20 -3.13 -0.97
H: 1.50 -1.22 -1.53
H: -3.77 -1.87 -1.39
H: 2.97 1.92 -0.72
H: -1.11 -3.15 0.29
H: -1.77 3.77 0.99
H: -1.15 2.33 0.16
H: -1.18 -1.28 -2.19
H: 1.82 0.95 0.71
H: 1.79 -1.35 1.94
H: -2.95 -1.73 0.19
H: -3.20 0.40 -2.08

Properties
- E_LUMO: 0.080 Eh
- Charge: -1
- E: -1385.320090 Eh
- M: 369.14 Da
- HOMO: -0.21543 hartree
- Orbital gap: 8.0 eV
- Energy relative to the best compared isomer or geometry (same formula, charge and spin): 26.2 kcal/mol

Entry 3:
C15H22BrNO | ωB97M-V/def2-TZVPD

CARTESIAN COORDINATES (ANGSTROEM)
Br: -4.50 2.79 -1.41
O: -3.01 0.37 -0.94
N: 0.82 -1.17 0.63
C: -0.29 -2.01 1.05
C: -2.66 -0.99 -0.82
C: 2.82 -0.92 -0.75
C: -1.80 3.72 -1.56
C: -2.08 1.35 -1.10
C: -2.61 2.62 -1.35
C: -2.75 -1.48 0.63
C: 1.50 -0.58 1.77
C: -0.43 3.56 -1.52
C: 2.53 0.44 1.31
C: -0.70 1.21 -1.05
C: 0.11 2.32 -1.26
C: 3.55 -0.23 0.39
C: -1.51 -1.16 1.46
C: 1.78 -1.89 -0.20
H: -0.57 -2.65 0.20
H: 1.24 -2.36 -1.03
H: -3.62 -1.00 1.08
H: -1.27 -0.11 1.35
H: -2.25 4.68 -1.75
H: 0.21 4.42 -1.69
H: -0.24 0.27 -0.81
H: 2.31 -0.17 -1.37
H: 0.00 -2.68 1.87
H: 2.00 -1.36 2.38
H: 4.25 0.51 0.00
H: 2.02 1.24 0.77
H: 2.29 -2.69 0.37
H: 3.03 0.88 2.18
H: -2.93 -2.55 0.63
H: -3.41 -1.52 -1.42
H: -1.74 -1.34 2.51
H: 3.52 -1.46 -1.39
H: 4.12 -0.97 0.96
H: -1.67 -1.19 -1.25
H: 0.76 -0.09 2.40
H: 1.18 2.20 -1.23

Properties
- E_LUMO: 0.033 Eh
- E: -3288.767925 Eh
- SMILES: Brc1ccccc1OCCCCN1CCCCC1
- M: 312.25 Da
- HOMO: -0.30787 hartree
- Orbital gap: 9.3 eV
- Energy relative to the best compared isomer or geometry (same formula, charge and spin): 0.0 kcal/mol

Entry 4:
C15H22CeN2OP | ωB97M-V/def2-TZVPD

CARTESIAN COORDINATES (ANGSTROEM)
Ce: 0.59 -0.91 0.07
P: 0.06 2.11 -0.68
O: 2.76 4.60 2.14
N: 3.70 4.35 4.18
N: 1.19 0.75 2.01
C: 5.54 5.53 2.93
C: -0.73 -1.74 -1.81
C: 1.90 1.91 2.05
C: 2.16 2.59 3.24
C: 3.68 4.23 6.69
C: 0.76 0.99 4.36
C: 1.53 2.15 4.42
C: -1.32 -1.43 0.98
C: 2.91 3.90 3.15
C: -0.94 -2.69 0.48
C: 4.14 3.60 5.37
C: -1.09 -0.48 -1.37
C: 4.44 5.60 3.97
C: 0.61 0.31 3.15
C: -0.54 -2.84 -0.90
H: 3.94 3.57 7.52
H: 0.00 -0.61 3.04
H: 4.85 5.87 4.95
H: 3.80 2.56 5.31
H: 6.08 6.48 2.91
H: 0.24 0.60 5.24
H: 1.61 2.74 5.33
H: 4.15 5.20 6.86
H: 1.09 3.06 -0.89
H: 2.20 2.33 1.08
H: 5.24 3.60 5.37
H: -1.30 0.38 -2.03
H: -1.80 -1.21 1.93
H: 6.26 4.73 3.15
H: 2.59 4.38 6.69
H: -0.90 2.90 0.00
H: 3.72 6.37 3.66
H: -0.75 -3.56 1.12
H: -0.41 -1.92 -2.85
H: -0.13 -3.79 -1.28
H: -0.51 2.35 -1.96
H: 5.10 5.36 1.94

Properties
- E_LUMO (alpha / beta): -0.009 / -0.009 Eh
- E: -1585.745612 Eh
- M: 417.44 Da
- HOMO (alpha / beta): -0.20653 / -0.21012 hartree
- 2S+1: 2
- Orbital gap (alpha / beta): 5.4 / 5.5 eV

Entry 5:
C15H22Cl2NO3Tc | ωB97M-V/def2-TZVPD

CARTESIAN COORDINATES (ANGSTROEM)
Tc: -0.02 0.08 -0.01
Cl: -2.33 0.38 0.91
Cl: 0.11 2.32 0.48
O: 1.76 0.03 0.75
O: -0.09 -1.54 1.26
O: 2.85 3.80 -0.56
N: 0.31 -1.38 2.54
C: 1.26 -1.00 5.09
C: 0.65 -1.06 -1.75
C: -0.72 0.79 -2.09
C: 1.85 1.16 -2.38
C: 1.90 -1.89 4.22
C: 0.66 0.37 -2.01
C: -1.19 -2.88 -1.43
C: -1.19 2.14 -2.51
C: -0.37 -0.59 3.39
C: -0.73 -1.48 -1.65
C: 1.82 -1.97 -1.83
C: 1.38 -2.11 2.95
C: 0.08 -0.39 4.68
C: -3.04 -0.40 -2.09
C: -1.56 -0.36 -1.93
H: 2.81 -2.41 4.49
H: 2.75 -1.43 -1.62
H: 1.83 -2.81 2.24
H: -1.24 -0.07 3.00
H: -0.52 0.24 5.32
H: 2.26 -0.80 0.64
H: 1.91 -2.40 -2.84
H: 3.58 4.04 0.05
H: -0.37 -3.50 -1.05
H: -3.48 0.56 -1.81
H: -1.56 -3.32 -2.36
H: -1.54 2.11 -3.55
H: 2.00 1.16 -3.47
H: 1.78 2.19 -2.03
H: 2.74 0.73 -1.92
H: -2.02 2.46 -1.88
H: 1.72 -2.80 -1.12
H: 1.68 -0.80 6.07
H: -3.47 -1.18 -1.45
H: -0.38 2.86 -2.42
H: -3.31 -0.62 -3.13
H: -2.01 -2.90 -0.69

Properties
- E_LUMO (alpha / beta): 0.182 / 0.181 Eh
- Charge: -2
- E: -1866.304607 Eh
- M: 433.25 Da
- HOMO (alpha / beta): 0.03447 / 0.00969 hartree
- 2S+1: 5
- Orbital gap (alpha / beta): 4.0 / 4.7 eV

Entry 6:
C15H22Cl3O7P | ωB97M-V/def2-TZVPD

CARTESIAN COORDINATES (ANGSTROEM)
Cl: 2.73 2.48 -3.71
Cl: 4.75 4.54 -4.02
Cl: 1.99 5.28 -3.48
P: 3.58 -1.16 -0.84
O: 4.45 -2.21 -0.25
O: -2.97 1.94 -0.03
O: -2.30 -3.39 0.65
O: -5.56 -0.17 0.57
O: 3.25 1.95 -0.08
O: -0.98 3.04 -0.22
O: 0.90 -0.01 3.37
C: 0.31 -2.77 1.45
C: -1.27 -3.55 -0.33
C: 0.26 1.18 1.41
C: 1.82 -0.82 1.33
C: 0.97 0.10 2.19
C: -4.49 0.55 1.19
C: 0.94 1.72 0.44
C: 2.35 1.23 0.20
C: 1.81 -2.30 1.59
C: 0.38 2.79 -0.47
C: -3.28 0.59 0.26
C: -1.81 2.06 -0.82
C: 0.13 -3.79 0.29
C: 3.26 4.09 -3.19
C: 2.51 -0.27 0.35
H: 0.85 -3.59 -0.51
H: 0.99 3.70 -0.48
H: -1.57 -4.37 -0.99
H: -0.29 -1.90 1.16
H: -2.45 -2.45 0.80
H: 2.70 -1.63 -1.85
H: 2.38 -2.85 0.85
H: -2.43 0.09 0.77
H: -0.76 1.49 1.64
H: -4.84 1.57 1.41
H: 0.44 2.37 -1.49
H: -6.40 0.19 0.86
H: 0.16 -4.82 0.64
H: -1.22 -2.61 -0.91
H: -2.11 2.37 -1.82
H: 4.40 -0.17 -1.43
H: -1.29 1.09 -0.85
H: 3.45 4.05 -2.13
H: -0.10 -3.14 2.39
H: -4.25 0.07 2.15
H: -3.53 0.00 -0.63
H: 2.18 -2.54 2.59

Properties
- E_LUMO: -0.039 Eh
- E: -2833.267411 Eh
- SMILES: O=[PH2]C1=C(CCCCO)C(=O)C=C(COCOCCO)C1=O.ClC(Cl)Cl
- M: 451.67 Da
- HOMO: -0.36315 hartree
- Orbital gap: 8.8 eV

Entry 7:
C15H22FNO | ωB97M-V/def2-TZVPD

CARTESIAN COORDINATES (ANGSTROEM)
F: -6.46 -0.54 -0.27
O: 0.03 0.07 2.12
N: -0.40 0.83 0.05
C: 5.36 0.36 -0.69
C: -5.25 0.03 -0.09
C: 4.26 1.26 -0.12
C: -1.41 1.78 0.46
C: -4.82 0.98 -1.00
C: 1.13 -1.04 0.28
C: -0.85 -2.61 -0.03
C: -4.49 -0.35 1.00
C: -3.25 0.25 1.18
C: 0.36 -1.96 -0.68
C: -2.79 1.21 0.28
C: -3.58 1.56 -0.81
C: 2.31 -0.36 -0.41
C: 3.14 0.48 0.56
C: 0.20 -0.01 0.92
H: 2.94 -1.13 -0.86
H: 1.51 -1.65 1.11
H: -1.33 -3.30 -0.71
H: 0.04 -1.40 -1.56
H: 1.95 0.28 -1.22
H: -0.55 -3.16 0.86
H: 1.05 -2.74 -1.03
H: 2.47 1.19 1.06
H: 4.71 1.94 0.61
H: 6.17 0.96 -1.08
H: -5.44 1.25 -1.84
H: 3.56 -0.17 1.33
H: 3.85 1.87 -0.93
H: -3.22 2.30 -1.51
H: -4.86 -1.09 1.69
H: -1.29 2.71 -0.11
H: -0.33 0.65 -0.94
H: -1.22 1.98 1.52
H: 4.98 -0.26 -1.49
H: -2.64 -0.03 2.02
H: 5.75 -0.29 0.09
H: -1.58 -1.86 0.27

Properties
- E_LUMO: 0.027 Eh
- E: -814.664342 Eh
- SMILES: CCCC[C@H](CC)C(=O)NCc1ccc(F)cc1
- M: 251.34 Da
- HOMO: -0.33502 hartree
- Orbital gap: 9.8 eV
- Energy relative to the best compared isomer or geometry (same formula, charge and spin): 1.3 kcal/mol

Entry 8:
C15H22FNO5 | ωB97M-V/def2-TZVPD

CARTESIAN COORDINATES (ANGSTROEM)
F: 0.65 2.29 1.68
O: 1.81 -3.63 -0.67
O: 3.33 -1.80 -0.07
O: -3.58 -1.55 0.58
O: -1.86 -0.47 -0.92
O: -3.81 0.79 -0.31
N: -5.51 -2.55 -0.68
C: -3.18 -0.37 -0.21
C: 1.11 3.45 1.20
C: 2.06 5.85 0.19
C: 4.38 -2.84 -0.09
C: 2.08 4.71 -0.61
C: 5.84 -2.28 0.50
C: 1.02 -1.38 -1.56
C: 1.08 4.59 1.99
C: -6.41 -3.71 -0.34
C: -0.78 0.07 -0.05
C: -5.03 -1.78 0.54
C: 2.10 -2.30 -0.72
C: 1.56 5.79 1.49
C: 1.61 3.50 -0.10
C: 0.69 0.07 -0.86
H: -6.12 -1.89 -1.24
H: -7.53 -3.45 -0.60
H: 1.55 6.69 2.11
H: -0.65 -0.53 0.95
H: -6.05 -4.63 -0.99
H: 5.57 -1.62 1.45
H: 4.57 -3.22 -1.20
H: 1.57 0.47 -0.16
H: 2.43 6.80 -0.21
H: 0.06 -2.04 -1.78
H: -5.69 -0.79 0.58
H: 0.68 4.53 3.00
H: 1.49 -1.13 -2.62
H: 1.62 2.59 -0.70
H: 0.58 0.86 -1.74
H: -5.30 -2.34 1.56
H: -1.04 1.19 0.24
H: -6.38 -4.06 0.78
H: 2.46 4.75 -1.63
H: 4.10 -3.74 0.62
H: 6.48 -3.20 0.90
H: 6.45 -1.68 -0.31

Properties
- E_LUMO: 0.026 Eh
- E: -1115.336513 Eh
- SMILES: CCOC(=O)CCCOC(=O)OCNC.Fc1ccccc1
- M: 315.34 Da
- HOMO: -0.34630 hartree
- Orbital gap: 10.1 eV

Entry 9:
C15H22GdN5O8S | ωB97M-V/def2-TZVPD

CARTESIAN COORDINATES (ANGSTROEM)
Gd: 1.25 -0.09 0.44
S: 1.46 -2.19 -1.95
O: -0.56 -1.68 0.81
O: 5.21 -1.46 -0.15
O: -4.16 4.55 -4.43
O: 0.31 2.03 0.45
O: 3.57 -0.65 4.21
O: -2.92 2.83 -4.81
O: 3.31 -0.30 -0.30
O: -0.65 0.73 -1.04
N: 0.05 -3.54 1.97
N: -3.27 3.77 -4.12
N: -2.17 -3.01 1.83
N: 2.56 -1.15 2.16
N: 0.30 0.07 2.94
C: -1.19 3.07 -1.09
C: -1.90 5.32 -0.96
C: 4.18 -1.10 0.35
C: 3.88 -1.61 1.73
C: -2.50 3.99 -2.84
C: 2.63 -0.62 3.40
C: 2.08 -1.04 -3.16
C: -1.15 4.30 -0.41
C: 0.19 -3.19 -2.81
C: -0.51 1.84 -0.53
C: 1.43 0.27 3.81
C: -0.90 -2.69 1.48
C: -3.37 -2.23 1.70
C: -1.78 2.95 -2.30
C: -2.61 5.18 -2.17
H: 1.83 1.28 3.69
H: -0.61 4.35 0.55
H: 1.15 0.14 4.86
H: -1.87 2.06 -2.84
H: -2.34 -3.92 2.25
H: -3.23 6.01 -2.57
H: -0.38 0.82 2.90
H: 0.69 -3.78 -3.57
H: -0.27 -3.81 -2.03
H: 3.98 -2.72 1.71
H: 2.81 -0.55 -2.51
H: -3.25 -1.30 1.22
H: 4.66 -1.21 2.37
H: -4.09 -2.78 1.10
H: -3.90 -2.24 2.67
H: 2.68 -1.48 -3.96
H: 1.00 -3.45 1.65
H: -1.94 6.30 -0.49
H: -0.14 -4.39 2.43
H: -0.22 -0.73 3.22
H: 1.22 -0.44 -3.53
H: -0.53 -2.52 -3.31

Properties
- E_LUMO (alpha / beta): -0.021 / -0.021 Eh
- E: -2624.316432 Eh
- M: 589.69 Da
- HOMO (alpha / beta): -0.30775 / -0.30855 hartree
- 2S+1: 8
- Orbital gap (alpha / beta): 7.8 / 7.8 eV
- Energy relative to the best compared isomer or geometry (same formula, charge and spin): 51.7 kcal/mol

Entry 10:
C15H22IIn2NO | ωB97M-V/def2-TZVPD

CARTESIAN COORDINATES (ANGSTROEM)
I: -5.19 1.36 -2.10
In: -0.10 1.44 -1.20
In: 0.65 -4.33 4.27
O: -0.87 -2.38 -1.83
N: 0.97 1.36 3.23
C: -2.22 1.81 -1.94
C: 0.85 -2.38 2.46
C: 0.13 -1.96 1.25
C: -3.15 -0.15 -0.42
C: -3.32 1.33 -0.94
C: 2.14 -3.04 2.30
C: 1.20 3.09 -2.07
C: 2.05 -2.92 -0.17
C: -0.15 1.59 1.03
C: 1.16 3.21 -3.43
C: 0.77 -2.25 -0.02
C: 0.05 -1.78 -1.35
C: 2.76 -3.32 1.02
C: 0.66 -0.50 -2.02
C: 1.21 1.29 1.75
H: -3.56 -0.85 -1.19
H: 0.41 3.92 -3.87
H: -3.44 2.09 -0.13
H: -0.96 0.98 1.50
H: -3.74 -0.23 0.54
H: 3.76 -3.81 0.92
H: -0.85 -1.44 1.31
H: 2.69 -3.33 3.23
H: -2.34 1.43 -2.98
H: 0.38 -2.13 3.44
H: 0.52 -0.60 -3.14
H: -2.33 2.93 -2.00
H: 0.81 0.42 3.61
H: 1.78 -0.59 -1.87
H: 1.81 2.57 -4.09
H: 0.07 1.85 3.35
H: 1.81 3.71 -1.38
H: 1.99 2.09 1.56
H: 1.69 0.33 1.45
H: -0.41 2.66 1.28
H: -2.10 -0.43 -0.18
H: 2.44 -3.06 -1.20

Properties
- E_LUMO: -0.353 Eh
- Charge: +2
- E: -1391.793732 Eh
- M: 588.89 Da
- HOMO: -0.49944 hartree
- Orbital gap: 4.0 eV

Entry 11:
C15H22N2 | ωB97M-V/def2-TZVPD

CARTESIAN COORDINATES (ANGSTROEM)
N: -1.07 0.11 -0.16
N: -2.82 -2.04 0.15
C: -3.21 -0.97 -0.80
C: 1.74 -2.10 -1.55
C: 0.57 -2.78 -1.30
C: -0.72 1.51 0.14
C: -0.32 -2.42 -0.14
C: 0.31 1.67 1.24
C: -1.76 -2.93 -0.40
C: 2.16 3.20 1.27
C: 1.59 0.86 0.93
C: -0.18 -0.96 0.34
C: 1.26 -0.37 0.15
C: 2.12 -0.93 -0.80
C: -2.00 -0.15 -1.28
C: 0.67 3.14 1.44
C: 2.52 1.98 0.44
H: -0.35 -0.99 1.46
H: 0.30 -3.60 -1.98
H: -0.29 1.97 -0.81
H: -2.44 -1.61 0.99
H: 2.64 3.06 2.26
H: 2.54 4.12 0.84
H: 3.13 -0.50 -0.90
H: 2.01 0.51 1.88
H: -1.66 1.99 0.42
H: 2.27 2.16 -0.64
H: -3.99 -0.34 -0.36
H: 3.57 1.68 0.46
H: -1.89 -3.12 -1.47
H: -2.41 0.79 -1.72
H: -0.20 1.33 2.13
H: 2.42 -2.46 -2.38
H: -1.48 -0.68 -2.06
H: 0.34 3.49 2.42
H: -3.71 -1.40 -1.69
H: 0.17 3.73 0.69
H: 0.05 -3.05 0.70
H: -1.88 -3.92 0.06

Properties
- E_LUMO: 0.025 Eh
- E: -694.202341 Eh
- SMILES: C1=C[C@@H]2CNCCN3C[C@@H]4CCC[C@@H]4C(=C1)[C@H]23
- M: 230.36 Da
- HOMO: -0.27632 hartree
- Orbital gap: 8.2 eV
- Energy relative to the best compared isomer or geometry (same formula, charge and spin): 71.7 kcal/mol

- Number 2 is which compound?
  C15H22BF4O5

- Among the records above, which one has the lowest M?
  C15H22N2

- Among the records above, which one has the highest M?
  C15H22GdN5O8S

- What is the formula in the first record?
  C15H22AuN3O2S